Record 1
Entry from OMol25: a molecular structure, C2H4INS at a distorted geometry (ωB97M-V with the def2-TZVPD basis set).

Structure (XYZ):
```
9
Properties=species:S:1:pos:R:3:nbo_charge:R:1
C 0.348 -0.274 0.848 -0.342
C 1.483 0.408 0.495 -0.411
N -1.242 -0.258 -1.181 -0.664
S -1.263 0.650 -2.467 0.469
I -3.114 -1.182 -0.552 0.191
H 0.331 -1.309 0.723 0.195
H -0.494 0.314 1.036 0.191
H 1.417 1.477 0.480 0.172
H 2.534 0.174 0.618 0.200
```

## Properties
Highest occupied orbital energy ... -8.8 eV
Energy relative to the best compared isomer or geometry (same formula, charge and spin) ... 335.38 kJ/mol
Net charge ... 0
Orbital gap ... 6.8 eV


Record 2
Entry from OMol25: 5 unconnected molecules or ions with the total composition C31H59Cl8N3O7P at a distorted geometry (ωB97M-V with the def2-TZVPD basis set).

Structure (XYZ):
```
109
Properties=species:S:1:pos:R:3:lowdin_charge:R:1
C -5.292 3.179 0.719 -0.157
O -4.920 2.049 1.498 -0.179
C -3.542 1.729 1.363 -0.248
C -3.153 1.113 -0.003 -0.175
C -3.834 -0.275 -0.265 -0.188
C -2.973 -1.151 -1.226 -0.200
C -3.322 -1.028 -2.744 -0.278
C -2.208 -1.683 -3.633 -0.209
C -1.255 -0.641 -4.286 -0.209
C 0.242 -1.078 -4.281 -0.184
C 0.696 -1.252 -2.791 -0.210
C 2.112 -0.668 -2.524 -0.165
C 2.838 -1.405 -1.358 -0.103
N 2.602 -0.798 -0.013 -0.002
C 1.550 -0.010 0.205 0.018
C 1.284 0.582 1.451 0.076
C 2.128 0.318 2.533 0.028
C 1.824 0.949 3.892 -0.389
O 2.561 0.956 4.838 0.192
O 0.586 1.588 4.002 0.078
C 3.242 -0.571 2.294 -0.196
O 4.034 -0.864 3.354 -0.050
C 3.328 -1.912 4.134 -0.108
C 4.250 -3.010 4.695 -0.209
N 3.383 -3.857 5.561 -0.050
C 2.507 -4.706 4.716 -0.176
C 1.037 -4.179 4.684 -0.390
C -0.004 -5.225 5.194 -0.036
O 0.621 -3.786 3.359 -0.090
C 3.474 -1.109 1.012 -0.078
P 4.927 -2.258 0.749 0.567
N 4.348 -3.627 0.303 -0.116
O 5.788 -2.502 2.083 -0.138
O 5.982 -1.613 -0.326 -0.132
H -5.694 3.993 1.358 0.098
H -4.449 3.624 0.154 0.058
H -6.073 2.915 -0.007 0.015
H -3.267 1.069 2.204 0.124
H -2.964 2.677 1.474 0.113
H -2.050 0.963 0.002 0.088
H -3.405 1.784 -0.848 0.107
H -3.875 -0.771 0.727 0.114
H -4.865 -0.141 -0.622 0.055
H -1.919 -0.830 -1.090 0.073
H -3.075 -2.201 -0.895 0.114
H -3.527 0.025 -3.062 0.023
H -4.253 -1.598 -2.914 0.094
H -2.721 -2.281 -4.405 0.108
H -1.678 -2.408 -2.981 0.100
H -1.367 0.311 -3.731 0.112
H -1.583 -0.465 -5.327 0.109
H 0.799 -0.265 -4.783 0.111
H 0.386 -2.042 -4.795 0.119
H -0.067 -0.762 -2.156 0.076
H 0.664 -2.332 -2.561 0.116
H 2.711 -0.778 -3.448 0.124
H 2.038 0.424 -2.344 0.122
H 2.404 -2.418 -1.310 0.128
H 3.905 -1.435 -1.623 0.117
H 0.829 0.213 -0.588 0.130
H 0.406 1.226 1.556 0.132
H 0.639 2.411 3.486 0.124
H 2.672 -1.470 4.903 0.132
H 2.656 -2.412 3.403 0.113
H 4.656 -3.701 3.920 0.056
H 5.083 -2.561 5.261 0.131
H 4.039 -4.528 5.963 0.104
H 2.874 -4.808 3.671 0.122
H 2.493 -5.724 5.148 0.120
H 1.014 -3.260 5.294 0.134
H -0.878 -4.709 5.626 0.083
H -0.359 -5.770 4.298 0.082
H 0.426 -5.954 5.901 0.078
H 0.656 -4.558 2.779 0.085
H 3.331 -3.572 0.260 -0.013
H 6.443 -1.783 2.173 0.108
H 5.876 -0.646 -0.347 0.090
Cl 6.995 -5.095 4.090 0.586
C 8.086 -4.718 2.731 -0.658
C 9.518 -5.083 3.034 -0.660
Cl 10.225 -4.030 4.285 0.547
H 7.985 -3.662 2.500 0.042
H 7.731 -5.290 1.874 0.080
H 10.126 -4.964 2.138 0.075
H 9.605 -6.114 3.371 0.071
Cl -4.814 0.309 -4.909 0.645
C -6.553 0.727 -4.894 -0.612
C -6.930 1.612 -3.738 -0.658
Cl -6.834 0.764 -2.176 0.600
H -7.118 -0.203 -4.890 0.073
H -6.757 1.247 -5.830 0.076
H -7.961 1.945 -3.853 0.081
H -6.292 2.490 -3.684 0.006
Cl -4.769 4.973 -4.833 0.553
C -4.609 6.035 -3.407 -0.708
C -4.685 5.257 -2.118 -0.640
Cl -6.317 4.602 -1.827 0.631
H -5.384 6.796 -3.463 0.068
H -3.645 6.524 -3.486 -0.004
H -4.451 5.910 -1.277 0.067
H -3.980 4.426 -2.112 0.066
Cl -1.654 9.008 -5.320 0.547
C -1.499 10.072 -3.900 -0.661
C -1.572 9.298 -2.607 -0.638
Cl -3.203 8.637 -2.316 0.613
H -2.278 10.829 -3.957 0.071
H -0.532 10.568 -3.977 0.075
H -1.342 9.955 -1.768 0.074
H -0.865 8.471 -2.596 0.070
```

## Properties
Highest occupied orbital energy ... -11.2 eV
Net charge ... +1
Orbital gap ... 6.2 eV


Record 3
Entry from OMol25: 8 unconnected molecules or ions with the total composition C7H24Br2ClF3IO7P at a distorted geometry (ωB97M-V with the def2-TZVPD basis set).

Structure (XYZ):
```
46
Properties=species:S:1:pos:R:3:nbo_charge:R:1
C 3.139 -1.962 1.240 -0.664
C 2.961 -0.939 0.026 -0.301
I 2.583 -2.038 -1.836 0.038
C 1.931 0.250 0.282 -0.789
P 0.171 -0.301 0.715 0.832
Cl 0.099 -1.287 2.599 -0.366
C -0.731 1.357 1.055 -0.733
C -2.239 1.168 1.534 -0.493
C -3.249 0.622 0.430 0.274
F -4.501 1.328 0.559 -0.374
Br -2.665 0.940 -1.447 0.052
C -3.611 -0.939 0.562 0.616
F -2.738 -1.713 -0.215 -0.339
F -3.652 -1.403 1.881 -0.322
Br -5.455 -1.192 -0.187 0.027
H 2.479 -2.893 1.135 0.235
H 4.244 -2.274 1.241 0.217
H 2.893 -1.495 2.247 0.229
H 3.983 -0.447 -0.128 0.263
H 2.269 1.008 1.060 0.233
H 1.841 0.814 -0.713 0.312
H -0.161 1.815 1.945 0.238
H -0.583 2.074 0.192 0.275
H -2.214 0.520 2.479 0.264
H -2.664 2.178 1.878 0.249
O 0.676 0.733 -2.593 -0.969
H 0.979 0.044 -3.197 0.497
H -0.112 1.084 -3.019 0.474
O -0.335 -0.296 -4.747 -0.956
H -1.143 -0.770 -4.513 0.480
H -0.564 0.164 -5.565 0.481
O 1.472 3.184 -0.320 -0.946
H 2.421 3.353 -0.277 0.477
H 1.236 3.408 -1.229 0.478
O 0.282 -3.423 5.365 -0.937
H -0.525 -3.894 5.602 0.466
H 0.053 -2.963 4.548 0.471
O 5.421 0.361 -1.523 -0.945
H 5.175 0.418 -2.455 0.479
H 6.252 -0.129 -1.531 0.475
O -0.487 -3.516 -1.345 -0.936
H -1.277 -3.037 -1.068 0.473
H -0.258 -3.120 -2.193 0.463
O -4.564 4.575 0.168 -0.939
H -4.560 3.632 0.378 0.473
H -4.270 4.998 0.983 0.465
```

## Properties
Highest occupied orbital energy ... -8.4 eV
Net charge ... 0
Orbital gap ... 8.1 eV
Structure (SMILES) ... C[C@@H](I)CP(Cl)CC[C@@](F)(Br)C(F)(F)Br.O.O.O.O.O.O.O


Record 4
Entry from OMol25: a molecular structure, C9H26AlN2O7 at a distorted geometry (ωB97M-V with the def2-TZVPD basis set).

Structure (XYZ):
```
45
Properties=species:S:1:pos:R:3:nbo_charge:R:1
O -0.249 3.505 0.712 -1.100
H -0.201 4.425 1.002 0.477
Al 0.059 0.085 0.106 1.863
N -0.938 -0.463 -1.412 -0.274
N 1.261 -1.266 -0.740 -0.237
O -2.279 -0.099 -1.595 -0.547
O 2.456 -1.860 -0.253 -0.534
C -0.343 -1.182 -2.375 0.257
C 0.919 -1.682 -1.965 0.266
C -1.000 -1.467 -3.665 -0.686
C 1.750 -2.622 -2.744 -0.693
H -1.815 -0.762 -3.850 0.278
H -1.409 -2.484 -3.675 0.262
H -0.274 -1.390 -4.481 0.255
H 2.459 -3.137 -2.095 0.274
H 2.311 -2.094 -3.525 0.274
H 1.115 -3.361 -3.246 0.252
H -2.210 0.894 -1.359 0.524
H 2.890 -1.170 0.284 0.508
O -0.739 -1.712 0.957 -0.910
H -1.601 -1.930 0.556 0.519
H -0.146 -2.439 0.675 0.514
C 1.229 1.646 -0.450 -1.275
H 0.974 2.660 -0.178 0.308
H 1.272 1.591 -1.539 0.206
H 2.241 1.460 -0.084 0.197
O -1.503 2.227 -1.078 -1.016
H -1.178 2.836 -0.323 0.545
H -1.795 2.829 -1.792 0.495
C -2.551 0.445 1.739 -0.243
O -1.205 0.891 1.386 -0.656
C -0.512 1.704 2.353 -0.310
C 0.822 1.129 2.721 -0.085
O 1.181 -0.045 1.905 -0.625
C 1.593 -1.195 2.700 -0.256
H -3.090 1.312 2.131 0.220
H -2.474 -0.338 2.505 0.191
H -3.023 0.083 0.820 0.197
H -1.157 1.902 3.208 0.185
H -0.355 2.780 1.632 0.383
H 1.609 1.880 2.563 0.205
H 0.794 0.838 3.779 0.190
H 2.424 -0.887 3.351 0.210
H 0.756 -1.554 3.318 0.200
H 1.938 -1.982 2.023 0.191
```

## Properties
Highest occupied orbital energy ... -9.7 eV
Energy relative to the best compared isomer or geometry (same formula, charge and spin) ... 0.00 kJ/mol
Net charge ... +1
Orbital gap ... 4.7 eV